No. 1
The following is a DFT calculation (ωB97M-V/def2-TZVPD) of a molecular structure, C38H50BCl2N10S4Se2Zr.

Last column: Löwdin charge in e.
CARTESIAN COORDINATES (ANGSTROEM)
Zr 1.31 0.75 0.58  1.298
C -1.60 -4.88 1.19  -0.049
C -2.46 -3.78 1.82  -0.533
C -3.74 -4.44 2.35  -0.027
C -1.73 -3.08 2.97  -0.007
N -2.81 -2.76 0.82  0.016
C -4.02 -2.12 0.81  -0.016
C -4.03 -1.25 -0.22  -0.034
N -2.83 -1.34 -0.86  0.004
B -2.56 -0.57 -2.16  -0.571
N -2.57 0.94 -1.82  0.037
C -3.25 1.85 -2.58  0.004
C -3.27 3.03 -1.91  0.014
N -2.60 2.85 -0.74  0.020
C -2.16 1.57 -0.72  -0.614
S -1.29 0.80 0.56  0.716
C -2.56 3.82 0.37  -0.535
C -1.10 4.01 0.77  -0.103
C -3.41 3.28 1.52  -0.007
C -3.12 5.16 -0.09  -0.024
N -1.27 -0.95 -2.91  0.007
C -1.33 -1.96 -3.83  -0.031
C -0.26 -1.86 -4.65  0.003
N 0.48 -0.79 -4.24  0.019
C -0.13 -0.28 -3.14  -0.603
S 0.49 0.98 -2.13  0.704
C 1.50 -0.14 -5.09  -0.534
C 0.95 1.24 -5.44  -0.019
C 1.72 -0.95 -6.37  -0.027
C 2.84 -0.04 -4.36  -0.035
C -2.08 -2.23 -0.20  -0.658
S -0.45 -2.45 -0.60  0.727
H -1.43 -5.66 1.92  0.094
H -0.64 -4.49 0.85  0.008
H -2.12 -5.32 0.34  0.104
H -3.48 -5.32 2.92  0.100
H -4.39 -4.75 1.53  0.104
H -4.29 -3.78 3.01  0.086
H -1.51 -3.79 3.76  0.100
H -2.35 -2.30 3.39  0.087
H -0.80 -2.64 2.62  0.048
H -4.79 -2.33 1.52  0.126
H -4.80 -0.59 -0.56  0.137
H -3.47 -0.76 -2.90  0.139
H -3.70 1.57 -3.52  0.141
H -3.73 3.96 -2.19  0.131
H -0.70 3.12 1.27  -0.001
H -1.02 4.86 1.45  0.081
H -0.51 4.22 -0.12  0.082
H -3.05 2.31 1.86  0.047
H -4.44 3.17 1.21  0.103
H -3.38 3.97 2.35  0.102
H -2.56 5.56 -0.94  0.099
H -3.04 5.87 0.72  0.103
H -4.17 5.09 -0.35  0.097
H -2.13 -2.67 -3.83  0.143
H 0.00 -2.48 -5.47  0.130
H 0.00 1.14 -5.96  0.103
H 1.64 1.76 -6.10  0.100
H 0.79 1.84 -4.55  0.038
H 0.82 -1.00 -6.97  0.098
H 2.09 -1.95 -6.16  0.098
H 2.47 -0.44 -6.97  0.104
H 2.75 0.61 -3.49  0.007
H 3.57 0.39 -5.03  0.102
H 3.20 -1.02 -4.05  0.089
Se 1.94 4.46 1.84  0.828
Se 2.98 2.61 2.70  0.740
C 1.46 1.87 3.67  -0.638
C 1.36 2.01 5.05  -0.050
C 0.21 1.54 5.68  0.007
C -0.76 0.94 4.89  0.006
C -0.55 0.80 3.53  -0.142
N 0.55 1.26 2.91  -0.112
C 2.14 3.98 -0.01  -0.633
C 2.29 5.01 -0.93  -0.067
C 2.69 4.71 -2.22  0.017
C 3.02 3.39 -2.51  -0.017
C 2.82 2.42 -1.55  -0.282
N 2.31 2.68 -0.32  -0.202
H 2.15 2.50 5.61  0.125
H 0.10 1.65 6.75  0.136
H -1.69 0.60 5.34  0.128
H -1.29 0.32 2.91  0.046
H 2.14 6.03 -0.62  0.124
H 2.80 5.49 -2.96  0.138
H 3.44 3.13 -3.47  0.127
H 3.12 1.40 -1.74  0.028
Cl 2.48 -1.22 -0.92  0.613
C 4.19 -1.02 -0.45  -0.770
Cl 4.23 0.46 0.52  0.646
H 4.81 -0.90 -1.34  0.066
H 4.52 -1.86 0.15  0.067
N 3.11 -5.63 3.66  0.114
C 3.72 -4.45 3.76  -0.801
S 5.28 -4.32 4.31  0.782
C 3.06 -3.23 3.28  -0.198
C 2.01 -3.25 2.36  0.028
C 1.54 -2.07 1.84  -0.239
N 2.04 -0.85 2.11  -0.140
C 3.01 -0.84 3.06  -0.161
C 3.52 -1.96 3.66  -0.010
H 3.61 -6.45 3.96  0.118
H 2.16 -5.75 3.35  0.109
H 1.57 -4.17 2.01  0.119
H 0.72 -2.09 1.11  -0.068
H 3.40 0.13 3.35  0.054
H 4.29 -1.88 4.41  0.097

Values from the calculation:
Energy relative to the best compared isomer or geometry (same formula, charge and spin)   73.41 kcal/mol
Frontier orbital gap   5.254 eV
Total charge   +3
Energy   -9412.8383 Eh

=====

No. 2
The following is a DFT calculation (ωB97M-V/def2-TZVPD) of a molecular structure, C38H50ClFOP4Sn.

Last column: Löwdin charge in e.
CARTESIAN COORDINATES (ANGSTROEM)
P -2.60 3.32 -1.97  1.112
C -3.05 3.53 -0.23  -0.369
C -2.90 4.93 -0.15  -0.173
H -2.21 5.43 -0.83  0.092
C -3.78 5.71 0.59  -0.068
H -3.77 6.79 0.47  0.114
C -4.69 5.08 1.45  -0.073
H -5.39 5.69 2.03  0.113
C -4.67 3.68 1.58  -0.079
H -5.35 3.23 2.31  0.111
C -3.84 2.89 0.77  -0.070
H -3.81 1.80 0.93  0.097
C -0.79 3.23 -2.04  -0.389
C 0.18 3.68 -1.12  -0.110
H -0.02 3.68 -0.04  0.093
C 1.42 4.15 -1.58  -0.093
H 2.15 4.59 -0.88  0.107
C 1.74 4.13 -2.94  -0.093
H 2.66 4.60 -3.31  0.112
C 0.85 3.52 -3.83  -0.083
H 1.07 3.49 -4.90  0.116
C -0.35 2.98 -3.36  -0.131
H -1.01 2.48 -4.06  0.109
C -3.27 1.61 -2.43  -0.295
C -4.34 2.16 -3.14  -0.187
H -4.54 3.23 -3.04  0.076
C -5.07 1.45 -4.08  -0.052
H -5.83 1.98 -4.66  0.119
C -4.81 0.08 -4.25  -0.068
H -5.40 -0.48 -4.98  0.114
C -3.81 -0.53 -3.48  -0.077
H -3.65 -1.61 -3.61  0.105
C -3.02 0.22 -2.57  -0.095
H -2.27 -0.32 -1.97  0.059
Sn 0.66 -1.40 1.88  0.773
C 2.12 -1.62 0.12  -0.109
C 2.06 -0.95 -1.04  -0.321
H 2.94 -2.34 0.28  0.045
C 0.91 0.06 -1.39  -0.324
O 0.26 -0.44 -2.65  -0.051
H -0.55 0.09 -2.79  0.067
C -0.08 0.19 -0.39  0.064
H 1.31 1.09 -1.51  0.134
C -0.46 -0.32 0.72  -0.325
Cl -1.47 -0.84 3.34  0.086
P -1.04 -3.33 0.83  0.795
P 1.85 0.68 2.88  0.766
C -1.76 -4.26 2.23  -0.239
H -2.32 -3.55 2.85  0.030
H -0.96 -4.71 2.84  0.052
H -2.42 -5.05 1.85  0.065
C -2.44 -2.93 -0.25  -0.233
H -2.11 -2.77 -1.28  0.048
H -2.92 -2.01 0.11  0.049
H -3.18 -3.74 -0.23  0.067
C -0.03 -4.52 -0.09  -0.243
H 0.78 -4.91 0.53  0.045
H 0.41 -4.02 -0.96  0.036
H -0.65 -5.36 -0.44  0.066
C 2.23 0.30 4.61  -0.229
H 2.81 -0.63 4.67  0.060
H 1.29 0.17 5.17  0.064
H 2.80 1.14 5.02  0.069
C 3.43 0.94 2.05  -0.239
H 3.27 1.36 1.05  0.044
H 3.97 -0.01 1.95  0.052
H 4.03 1.64 2.65  0.069
C 0.99 2.28 2.88  -0.214
H -0.07 2.12 3.08  0.053
H 1.11 2.78 1.90  0.041
H 1.44 2.91 3.67  0.071
P 3.30 -1.11 -2.36  0.887
C 4.71 -1.99 -1.75  -0.165
C 3.76 0.53 -2.89  -0.149
H 4.45 -2.98 -1.38  0.075
H 5.23 -1.43 -0.96  0.079
H 5.41 -2.11 -2.59  0.081
H 2.93 1.08 -3.32  0.064
H 4.54 0.42 -3.65  0.080
H 4.19 1.10 -2.06  0.078
C 2.57 -2.00 -3.71  -0.154
H 2.26 -3.00 -3.40  0.079
H 3.33 -2.11 -4.49  0.078
H 1.71 -1.47 -4.11  0.062
H -1.36 0.05 1.23  0.031
F 2.42 -5.66 6.09  0.067
C 2.04 -4.71 5.18  -0.234
C 1.08 -3.78 5.54  0.022
C 0.71 -2.83 4.59  -0.164
C 1.29 -2.82 3.33  -0.377
C 2.23 -3.77 2.99  -0.136
C 2.63 -4.72 3.92  0.012
H 0.63 -3.79 6.52  0.133
H -0.07 -2.11 4.82  0.023
H 2.64 -3.77 1.98  0.076
H 3.38 -5.45 3.67  0.123

Values from the calculation:
Energy relative to the best compared isomer or geometry (same formula, charge and spin)   155.21 kcal/mol
Frontier orbital gap   4.443 eV
Total charge   +2
Energy   -3692.2876 Eh

=====

| no. | LUMO energy (eV) | HOMO energy (eV) |
| --- | --- | --- |
| 1 | -8.9939 | -14.2 |
| 2 | -7.5175 | -12.0 |